[1]
The following is a DFT calculation (wB97M-V/def2-TZVPD) of a structure of composition C2H4N2S2 at a distorted geometry.

Positions of all 10 atoms, in Å:
C: -0.47181 -0.03419 0.09638
C: 0.94369 0.42963 0.06623
H: -2.35397 0.68183 -0.21481
H: -1.04874 1.67005 -0.83831
H: -0.09641 -1.71081 0.96584
H: 1.58554 -1.90535 -0.44040
N: -1.36453 0.83131 -0.37673
N: -0.84182 -1.15774 0.57301
S: 2.22960 -0.74234 -0.11944
S: 1.41845 1.93760 0.28822

HOMO level   -9.14 eV
ΔE to the lowest compared entry with this formula, charge and spin   1.044 eV
Lowest unoccupied orbital energy   -0.892 eV

[2]
The following is a DFT calculation (wB97M-V/def2-TZVPD) of a cluster of 2 separate species, C18H23N4O2S3 in total at a distorted geometry.

Positions of all 50 atoms, in Å:
C: -0.13355 -0.09352 -5.83160
N: 0.70620 0.84072 -5.07669
C: 2.14468 0.76457 -5.34356
C: 0.18698 1.67985 -4.12094
S: -1.45626 1.69177 -3.81270
S: 1.18636 2.70579 -3.25753
H: -1.14088 0.30588 -5.92782
H: 0.26199 -0.24581 -6.83347
H: -0.17889 -1.05370 -5.32126
H: 2.60099 1.74031 -5.19055
H: 2.61113 0.04182 -4.67541
H: 2.33221 0.46660 -6.37290
C: 1.78698 2.77644 5.93946
N: 0.73364 2.79013 4.92594
C: -0.58808 3.10734 5.47613
C: 0.84652 1.98036 3.74977
C: 0.77334 0.58020 3.81780
C: 0.79790 -0.17655 2.67572
C: 0.91159 0.41506 1.40713
C: 0.89995 -0.38034 0.18106
C: -0.03422 -1.29533 -0.19541
C: 0.16653 -2.02693 -1.44290
O: 1.16024 -1.84087 -2.12398
N: -0.81243 -2.95751 -1.84526
C: -0.56641 -3.61816 -3.11670
C: -1.93970 -3.21437 -1.09362
S: -3.05745 -4.32050 -1.59551
N: -2.14660 -2.52380 0.08045
C: -3.34755 -2.75423 0.86540
C: -1.25918 -1.53911 0.56042
O: -1.54012 -0.91681 1.56758
C: 1.02312 1.81305 1.34726
C: 0.97098 2.57352 2.48416
H: 2.73186 2.47935 5.48705
H: 1.89437 3.77039 6.36989
H: 1.52903 2.07571 6.73099
H: -1.34985 2.99222 4.70546
H: -0.81212 2.43511 6.30309
H: -0.60180 4.13179 5.84425
H: 0.66372 0.11297 4.78114
H: 0.68950 -1.24642 2.73144
H: 1.70323 -0.21678 -0.52139
H: -1.42747 -4.20178 -3.43223
H: -0.35995 -2.86332 -3.87167
H: 0.29677 -4.27512 -3.02845
H: -3.29972 -2.17476 1.78718
H: -4.22235 -2.45414 0.29132
H: -3.43704 -3.81119 1.11008
H: 1.10247 2.28135 0.38099
H: 0.99932 3.64873 2.43037

HOMO level   -2.93 eV
Total charge   -1
Lowest unoccupied orbital energy   1.331 eV

[3]
The following is a DFT calculation (wB97M-V/def2-TZVPD) of a cluster of 2 separate species, C2H11N3 in total.

Positions of all 16 atoms, in Å:
N: 1.46022 0.26171 0.10297
C: 2.32498 0.29606 1.29440
N: 3.19855 -0.84837 1.38767
H: 1.08411 1.18770 -0.11044
H: 0.63819 -0.30454 0.28422
H: 1.73873 0.37498 2.21058
H: 2.92935 1.19088 1.20633
H: 3.97082 -0.76256 0.73987
H: 2.69669 -1.68514 1.11652
C: -2.79970 0.23477 -0.61078
N: -2.95252 -0.29687 -1.94214
H: -2.29762 -0.48032 0.04947
H: -2.19863 1.15216 -0.60320
H: -3.78803 0.35829 -0.17726
H: -2.16431 -0.41805 -2.54629
H: -3.84084 -0.26071 -2.40191

HOMO level   -8.73 eV
ΔE to the lowest compared entry with this formula, charge and spin   0.544 eV
SMILES   NCN.CN
Lowest unoccupied orbital energy   0.930 eV

[4]
The following is a DFT calculation (wB97M-V/def2-TZVPD) of the molecule C6H9NS at a distorted geometry.

Positions of all 17 atoms, in Å:
C: 0.30509 0.04435 -2.06183
C: 0.69299 0.15158 -0.73201
C: -0.24171 -0.53375 0.27235
C: 1.88396 0.99768 -0.34192
C: -0.48344 0.29364 1.54109
C: -1.57889 -0.96984 -0.22348
N: 0.01951 0.00604 -3.17906
S: 0.57261 -2.11110 1.06135
H: 2.73740 0.34515 -0.30016
H: 1.52416 1.50076 0.53152
H: 2.09664 1.82815 -1.04400
H: -1.07903 -0.16424 2.25621
H: -1.09641 1.18438 1.12290
H: 0.41178 0.69373 2.15483
H: -1.84334 -2.03073 0.11124
H: -1.61036 -0.93014 -1.38631
H: -2.31096 -0.30566 0.21726

HOMO level (spin up / spin down)   -8.24 / -8.14 eV
ΔE to the lowest compared entry with this formula, charge and spin   4.418 eV
Lowest unoccupied orbital energy (spin up / spin down)   -3.010 / -2.999 eV

[5]
The following is a DFT calculation (wB97M-V/def2-TZVPD) of a cluster of 16 separate species, C3H36NO16S in total at a distorted geometry.

Positions of all 57 atoms, in Å:
O: 2.01070 -0.22111 -1.67985
C: 0.82628 -0.28740 -1.33897
N: 0.04733 0.79223 -1.23497
C: -1.33664 0.80502 -0.75054
C: -2.27009 1.20052 -1.95709
S: -1.54213 2.54393 -2.96254
H: 0.35146 -1.27206 -1.14068
H: 0.37718 1.72891 -1.49744
H: -1.31785 1.56147 0.02927
H: -1.64416 -0.16472 -0.38035
H: -3.26079 1.44036 -1.61414
H: -2.28631 0.30108 -2.58312
H: -3.02828 -3.63395 -2.07921
H: -3.94733 -3.72779 -0.80986
O: -3.89654 -3.91293 -1.74853
H: 4.14507 -0.86532 -0.62748
H: 4.14463 -0.65883 0.95253
O: 4.36246 -1.25708 0.21828
H: -1.22493 -1.48569 -4.03266
H: -1.01418 -1.53082 -2.52292
O: -1.40741 -2.02100 -3.25878
H: 1.66191 5.43574 -1.59656
H: 0.41447 4.74428 -1.00766
O: 1.40741 4.82105 -0.88146
H: -3.09972 -0.90696 3.11098
H: -2.91684 -0.55047 1.50725
O: -2.59093 -0.48758 2.41751
H: 0.87626 -0.28569 1.94735
H: 1.95399 0.62484 2.47275
O: 1.16542 0.11965 2.77080
H: -3.52901 -3.70297 1.72544
H: -2.64137 -3.55894 3.03406
O: -3.49348 -3.37241 2.63172
H: 4.00533 1.94417 1.54478
H: 3.04866 1.26080 0.56525
O: 3.49750 1.13985 1.43781
H: -0.25817 -1.77097 4.00421
H: -1.66546 -1.74681 3.30106
O: -1.16133 -2.10875 4.06151
H: 3.49610 -3.97549 0.64539
H: 3.34943 -2.52736 0.68263
O: 2.83684 -3.33507 0.96167
H: -1.88171 -4.48574 0.27452
H: -1.49836 -2.98847 0.67459
O: -2.16995 -3.57290 0.29115
H: 2.75711 1.29218 -1.61911
H: 2.73256 2.75190 -1.38149
O: 3.28006 1.97718 -1.14387
H: 1.09962 -3.38163 1.56022
H: -0.10821 -3.09940 2.64829
O: 0.15662 -3.43060 1.77898
H: 1.73439 5.74975 1.37772
H: 2.29451 4.42455 1.05632
O: 2.09560 4.97622 1.81926
H: -1.61424 4.56425 -0.19160
H: -1.38282 4.43757 -1.69686
O: -1.19822 5.03686 -0.91794

HOMO level   -4.56 eV
Total charge   -1
ΔE to the lowest compared entry with this formula, charge and spin   1.744 eV
Lowest unoccupied orbital energy   2.402 eV